--- 1 ---
A cluster of 5 separate species, CH12O5 in total, computed with ωB97M-V with the def2-TZVPD basis set.

For the gap between HOMO and LUMO, the calculation gives 6.67 eV. As for the highest occupied orbital energy: -0.25458 Eh. For the lowest unoccupied orbital energy, the calculation gives -0.261 eV.

The geometry in ORCA input format:
```
! RIJCOSX wB97M-V def2-TZVPD def2/J DEFGRID3
* xyz 0 1
O -1.096 1.610 2.279
O -1.487 2.247 -0.852
O 1.697 -0.969 -2.679
O 0.495 0.981 0.245
O 1.210 -1.523 0.122
C 0.317 -2.507 0.464
H 0.304 -3.252 -0.331
H -0.008 1.309 -0.504
H 1.665 -1.224 -1.757
H -1.795 3.137 -1.027
H 0.642 -3.058 1.346
H 0.145 1.180 1.116
H -0.553 -1.861 0.587
H -1.966 1.276 2.062
H -1.003 1.446 3.217
H 2.564 -0.578 -2.789
H 0.593 0.032 0.139
H -1.724 1.753 -1.637
*
```

--- 2 ---
A cluster of 5 separate species, CH12O5 in total, computed with ωB97M-V with the def2-TZVPD basis set.

For the gap between HOMO and LUMO, the calculation gives 9.27 eV. As for the highest occupied orbital energy: -0.32773 Eh. The SMILES is CO.O.O.O.O. For the lowest unoccupied orbital energy, the calculation gives 0.351 eV.

The geometry in ORCA input format:
```
! RIJCOSX wB97M-V def2-TZVPD def2/J DEFGRID3
* xyz 0 1
O 0.850 -2.402 2.791
O 1.068 2.372 1.055
O -1.362 -0.758 -1.857
O -0.920 1.690 -0.633
O 1.686 -0.595 1.322
C -1.780 -0.622 -3.159
H 1.543 1.658 1.368
H -1.343 0.261 -1.445
H 2.396 -1.255 1.624
H 1.568 -0.484 0.353
H -2.824 -1.065 -3.293
H 0.663 -2.373 3.722
H -1.637 0.315 -3.719
H 1.726 2.956 0.705
H -0.718 2.562 -1.063
H -0.441 1.760 0.200
H -1.135 -1.452 -3.405
H 0.315 -1.608 2.487
*
```

The structure with the least stability is 1.

--- 1 ---
A structure of composition C7H9I, computed with ωB97M-V with the def2-TZVPD basis set.

For the gap between HOMO and LUMO, the calculation gives 9.52 eV. As for the highest occupied orbital energy: -0.32882 Eh. For the lowest unoccupied orbital energy, the calculation gives 0.573 eV.

The geometry in ORCA input format:
```
! RIJCOSX wB97M-V def2-TZVPD def2/J DEFGRID3
* xyz 0 1
I -3.398 -0.174 -0.216
C 0.003 1.896 -0.692
C -0.876 1.940 0.490
C 0.664 -0.639 -0.880
C -0.459 0.487 -0.826
C -1.143 -0.574 1.778
C -1.658 1.779 1.470
C -1.620 0.421 0.713
H 0.715 -0.931 -1.902
H -0.959 0.294 -1.769
H -0.045 -0.600 2.104
H -1.080 -1.654 1.500
H 0.285 -1.582 -0.414
H 1.542 -0.230 -0.414
H 1.081 2.067 -0.556
H -1.595 -0.641 2.800
H -0.241 2.445 -1.506
*
```

--- 2 ---
The molecule C7H9I, computed with ωB97M-V with the def2-TZVPD basis set.

For the gap between HOMO and LUMO, the calculation gives 9.80 eV. As for the highest occupied orbital energy: -0.33944 Eh. The SMILES is C=C1[C@@H](CI)C12CC2. For the lowest unoccupied orbital energy, the calculation gives 0.562 eV.

The geometry in ORCA input format:
```
! RIJCOSX wB97M-V def2-TZVPD def2/J DEFGRID3
* xyz 0 1
I 1.166 1.142 2.593
C -1.870 -1.163 0.640
C -0.961 -0.350 0.151
C 0.927 -0.684 -1.744
C -0.385 0.998 -0.032
C 0.355 -0.195 -0.402
C 1.576 -0.922 -0.396
C -0.198 1.931 1.181
H 1.491 -1.897 0.098
H 1.212 -0.080 -2.582
H 0.130 2.995 0.897
H -1.174 2.056 1.536
H -0.969 1.551 -0.909
H 0.568 -1.748 -2.129
H 2.596 -0.482 -0.277
H -1.627 -2.206 0.491
H -2.837 -0.946 0.883
*
```

The structure with the least stability is 1.

--- 1 ---
A cluster of 6 separate species, C2H16O5 in total, computed with ωB97M-V with the def2-TZVPD basis set.

For the gap between HOMO and LUMO, the calculation gives 11.67 eV. As for the highest occupied orbital energy: -0.41300 Eh. The SMILES is CC.O.O.O.O.O. For the lowest unoccupied orbital energy, the calculation gives 0.432 eV.

The geometry in ORCA input format:
```
! RIJCOSX wB97M-V def2-TZVPD def2/J DEFGRID3
* xyz 0 1
O 2.012 4.389 0.708
O 2.233 0.476 -0.956
O -1.208 -4.130 2.203
O -0.645 2.959 -0.846
O -2.753 1.253 -0.521
C 0.530 -2.180 -0.756
C -0.174 -1.475 0.419
H 1.353 -1.570 -1.118
H -0.261 -3.975 2.222
H -0.962 2.060 -1.005
H -1.043 -2.090 0.584
H -0.418 3.339 -1.698
H 1.898 1.085 -0.287
H 1.142 4.664 0.405
H 1.016 -3.088 -0.379
H -0.357 -0.457 0.080
H -0.132 -2.484 -1.558
H 0.388 -1.398 1.343
H 1.811 3.772 1.405
H -3.169 1.571 0.286
H -2.409 0.392 -0.268
H -1.523 -4.197 1.304
H 2.670 1.084 -1.565
*
```

--- 2 ---
A cluster of 6 separate species, C2H16O5 in total, computed with ωB97M-V with the def2-TZVPD basis set.

For the gap between HOMO and LUMO, the calculation gives 10.76 eV. As for the highest occupied orbital energy: -0.38139 Eh. The SMILES is CC.O.O.O.O.O. For the lowest unoccupied orbital energy, the calculation gives 0.383 eV.

The geometry in ORCA input format:
```
! RIJCOSX wB97M-V def2-TZVPD def2/J DEFGRID3
* xyz 0 1
O 1.233 -1.529 0.999
O -0.038 0.307 2.663
O -2.834 -1.178 -0.871
O 3.181 -0.259 -0.741
O -2.392 0.695 1.317
C -0.233 0.088 -1.315
C 0.507 1.460 -1.188
H -0.041 -0.772 -0.685
H 1.551 -2.224 1.583
H 0.699 1.875 -0.188
H -0.062 -0.019 3.560
H 1.453 1.273 -1.717
H 2.973 -0.846 -1.476
H 0.540 -0.271 2.124
H 0.029 -0.154 -2.349
H -3.254 -0.690 -1.582
H -2.732 0.360 2.149
H -2.418 -0.506 -0.312
H 0.002 2.203 -1.800
H 2.516 0.441 -0.857
H -1.286 0.303 -1.305
H 2.033 -1.303 0.486
H -1.429 0.747 1.507
*
```

The structure with the least stability is 1.

--- 1 ---
A cluster of 2 separate species, C2H4N2S in total, computed with ωB97M-V with the def2-TZVPD basis set.

For the gap between HOMO and LUMO, the calculation gives 8.03 eV. As for the highest occupied orbital energy: -0.33620 Eh. The SMILES is C=NC#N.S. For the lowest unoccupied orbital energy, the calculation gives -1.123 eV.

The geometry in ORCA input format:
```
! RIJCOSX wB97M-V def2-TZVPD def2/J DEFGRID3
* xyz 0 1
S -1.732 -0.225 -1.340
N 1.513 -0.140 -0.218
N 1.376 -0.589 -2.566
C 1.550 -0.304 -1.463
C 2.222 0.524 0.649
H -2.040 -1.389 -1.691
H -0.426 -0.369 -1.834
H 3.233 0.961 0.493
H 1.977 0.412 1.759
*
```

--- 2 ---
A cluster of 2 separate species, C2H4N2S in total, computed with ωB97M-V with the def2-TZVPD basis set.

For the gap between HOMO and LUMO, the calculation gives 9.77 eV. As for the highest occupied orbital energy: -0.32201 Eh. The SMILES is C=CS.N#N. For the lowest unoccupied orbital energy, the calculation gives 1.007 eV.

The geometry in ORCA input format:
```
! RIJCOSX wB97M-V def2-TZVPD def2/J DEFGRID3
* xyz 0 1
S 0.867 1.089 -1.668
N -1.005 0.154 2.266
N -1.796 0.160 1.481
C 0.701 -0.976 -0.029
C 0.035 0.002 -0.569
H 1.759 -0.954 -0.344
H 0.339 -1.747 0.642
H 0.015 1.972 -1.474
H -0.915 0.300 -0.303
*
```

The structure with the least stability is 1.